A 2-piece molecular cluster, C11H24N3O6S overall in a non-equilibrium geometry, computed with ωB97M-V/def2-TZVPD.

Bonds (Å) are listed after each position.
Cartesian coordinates (Å):
1 C 3.6853 -0.0183 3.2446  S2 1.774, H15 1.079, H16 1.085, H17 1.087
2 S 2.6902 1.4504 3.2295  C1 1.774, O3 1.438, O4 1.438, C5 1.789
3 O 3.0001 2.2314 2.0621  S2 1.438
4 O 2.8372 2.1620 4.4701  S2 1.438
5 C 1.0225 0.8151 3.1058  S2 1.789, C6 1.522, C13 1.532, H18 1.093
6 C -0.0929 1.5918 3.7910  C5 1.522, C7 1.545, H19 1.091, H20 1.082
7 C -1.2252 0.5922 3.4680  C6 1.545, C8 1.508, N12 1.474, H21 1.090
8 C -2.6211 1.1299 3.6576  C7 1.508, O9 1.430, H22 1.087, H23 1.086
9 O -3.6679 0.2103 3.3380  C8 1.430, N10 1.423
10 N -3.2658 -1.1511 3.4412  O9 1.423, O11 1.156
11 O -4.1112 -1.7916 3.9008  N10 1.156
12 N -0.9209 0.2114 2.0766  C7 1.474, C13 1.383, H24 1.011
13 C 0.3640 0.5965 1.7399  C5 1.532, N12 1.383, O14 1.218
14 O 0.8241 0.7566 0.6235  C13 1.218
15 H 4.7261 0.2636 3.1953  C1 1.079
16 H 3.4249 -0.5820 4.1346  C1 1.085
17 H 3.3708 -0.6099 2.3893  C1 1.087
18 H 1.0598 -0.1431 3.6304  C5 1.093
19 H -0.3040 2.5142 3.2480  C6 1.091
20 H 0.0319 1.8291 4.8390  C6 1.082
21 H -1.0209 -0.2372 4.1449  C7 1.090
22 H -2.7432 1.9698 2.9781  C8 1.087
23 H -2.7366 1.4532 4.6876  C8 1.086
24 H -1.6386 0.4599 1.4099  N12 1.011
25 C -1.2394 0.2889 -3.2527  N26 1.500, H32 1.088, H33 1.082, H34 1.085
26 N -0.1754 -0.7529 -3.0737  C25 1.500, C27 1.495, C28 1.492, C29 1.511
27 C -0.5047 -1.5405 -1.8461  N26 1.495, H35 1.087, H36 1.087, H37 1.087
28 C 1.1423 -0.0800 -2.8812  N26 1.492, H38 1.085, H39 1.087, H40 1.089
29 C -0.1328 -1.7224 -4.2316  N26 1.511, C30 1.510, H41 1.089, H42 1.089
30 C 0.2514 -1.1541 -5.5766  C29 1.510, O31 1.419, H43 1.093, H44 1.094
31 O -0.6947 -0.1754 -5.9761  C30 1.419, H45 0.961
32 H -1.3902 0.7721 -2.2896  C25 1.088
33 H -0.9078 1.0223 -3.9751  C25 1.082
34 H -2.1540 -0.1953 -3.5798  C25 1.085
35 H -0.5245 -0.8609 -0.9976  C27 1.087
36 H 0.2632 -2.2957 -1.7008  C27 1.087
37 H -1.4760 -2.0083 -1.9859  C27 1.087
38 H 1.3494 0.5467 -3.7427  C28 1.085
39 H 1.9091 -0.8428 -2.7691  C28 1.087
40 H 1.0857 0.5325 -1.9831  C28 1.089
41 H -1.1258 -2.1674 -4.2841  C29 1.089
42 H 0.5871 -2.4920 -3.9563  C29 1.089
43 H 0.2496 -1.9835 -6.2889  C30 1.093
44 H 1.2596 -0.7293 -5.5586  C30 1.094
45 H -0.4611 0.1339 -6.8560  O31 0.961

Properties
Net charge   +1
E_LUMO   -2.4 eV
E_tot   -1447.07178 Ha
HOMO level   -12.8 eV
Gap between HOMO and LUMO   10.349 eV
Max |F|   0.0424 hartree/bohr
2S+1   1